Entry from the OMol25 dataset: a 13-piece molecular cluster, C5H34NO14 overall at a distorted geometry (ωB97M-V/def2-TZVPD).

Results
- orbital gap (eV) = 8.63
- E_LUMO (eV) = 2.46

```
! RIJCOSX wB97M-V def2-TZVPD def2/J DEFGRID3
* xyz -1 1
O -1.39976 0.48500 -0.91127
C -1.11469 -0.05774 0.17407
N -0.39740 0.55096 1.13319
C 0.35478 1.85557 0.93583
O 1.67073 1.61749 1.00337
C -1.66387 -1.44514 0.47923
C -0.55572 -2.48251 0.44869
C 0.43301 -2.30546 -0.71451
H -0.03066 0.01814 1.95361
H 0.11902 2.30952 -0.07044
H 0.04883 2.55349 1.76842
H -2.17850 -1.43400 1.45418
H -2.44340 -1.69737 -0.28906
H -1.00618 -3.50813 0.45515
H -0.00656 -2.44331 1.40826
H 1.00739 -1.37996 -0.51325
H 1.12925 -3.17065 -0.82725
H -0.09290 -2.14708 -1.73633
H -3.20601 0.61492 -0.92492
H -4.24448 -0.28362 -1.48361
O -4.11991 0.35256 -0.79561
H 2.26156 1.31624 2.43363
H 3.37216 0.32662 2.80302
O 2.68234 0.88305 3.25134
H 1.38557 -0.17903 3.50744
H 1.12714 -1.59530 3.13794
O 0.64872 -0.85096 3.47910
H -2.51852 1.95840 1.40727
H -3.89573 1.91112 0.78404
O -3.25291 2.48449 1.14858
H 3.42902 0.91832 -1.69243
H 3.21845 -0.33318 -2.57048
O 3.78526 -0.02025 -1.85132
H 2.42052 0.16338 0.77421
H 3.40947 -0.46944 -0.18003
O 3.03419 -0.62087 0.70557
H 2.61627 -2.02908 1.47240
H 3.11718 -2.84139 2.65544
O 2.39662 -2.77158 2.10305
H -0.18637 2.84121 -2.38246
H -0.20389 1.35909 -1.92510
O 0.27799 1.99250 -2.44010
H -1.23587 -4.34642 -3.07560
H -1.27089 -3.90199 -1.57242
O -1.79281 -4.01237 -2.39150
H 1.83515 2.22785 -1.75913
H 2.45631 2.15133 -0.37635
O 2.71947 2.30639 -1.33418
H -2.46787 3.34053 -0.33864
H -1.86165 2.17935 -1.10821
O -1.89561 3.14633 -1.09082
H -2.09453 -0.54475 -2.14944
H -2.40699 -2.00448 -2.63784
O -2.72823 -1.10145 -2.66678
*
```

Results of the Löwdin charge analysis, in e, for atoms 1 through 5: -0.1004 -0.4411 0.1566 -0.3025 -0.2909

---

Entry from the OMol25 dataset: a 12-piece molecular cluster, C5H34O11S2 overall at a distorted geometry (ωB97M-V/def2-TZVPD).

Results
- orbital gap (eV) = 7.74
- E_LUMO (eV) = -0.11

```
! RIJCOSX wB97M-V def2-TZVPD def2/J DEFGRID3
* xyz 0 1
C 1.19774 1.25481 -2.25747
C 0.50844 2.10230 -3.30736
C 0.51185 1.30439 -0.89681
S 1.38591 2.65842 -0.05181
S 0.26756 3.45230 1.51070
C -0.32682 1.94401 2.30482
C -0.47996 2.07786 3.84871
H 1.20612 0.20374 -2.64245
H 2.28889 1.24477 -2.17858
H 1.16375 2.95301 -3.55394
H 0.27032 1.61929 -4.24326
H -0.40834 2.58425 -2.97333
H 0.78986 0.36882 -0.37280
H -0.57627 1.38658 -0.97379
H 0.36055 1.08205 2.21159
H -1.24746 1.56925 1.82019
H -0.76959 1.09423 4.17035
H 0.44962 2.33699 4.32131
H -1.16979 2.85550 4.19800
H -2.42027 -3.00569 -1.89479
H -1.47378 -1.82940 -2.39432
O -2.30113 -2.06724 -1.95489
H 0.59532 -1.62060 -0.00764
H 0.26639 -3.06681 0.20358
O 0.88295 -2.49100 -0.27298
H -1.90967 -1.90682 1.17152
H -2.07439 -2.83234 2.45223
O -1.46137 -2.58504 1.73186
H -3.02085 -1.22930 -0.64541
H -4.37026 -1.36775 0.16559
O -3.41676 -1.22062 0.26156
H 1.04496 -2.36225 -2.03606
H 1.59654 -2.37140 -3.29486
O 0.70043 -2.54584 -2.95166
H -3.21623 1.04441 -1.16395
H -3.66449 0.86548 -2.68516
O -2.95551 0.72624 -2.04716
H -0.15669 -1.51647 2.06451
H 0.44671 -1.11016 3.42726
O 0.49742 -0.91150 2.49300
H 4.16054 0.12004 2.49560
H 4.86747 0.78958 1.33041
O 4.71857 0.86584 2.26725
H 2.99943 -1.25711 -1.34606
H 3.79974 -2.54343 -0.94914
O 3.40650 -2.07074 -1.68509
H -3.39631 3.14018 -0.05031
H -3.74043 2.12707 1.10064
O -3.58221 2.22949 0.16344
H 2.04014 -0.88022 1.27682
H 2.79958 -2.08312 0.94670
O 2.91525 -1.12604 0.89345
*
```

Results of the Löwdin charge analysis, in e, for atoms 1 through 5: -0.3653 -0.1056 -0.5299 0.5248 0.4814

---

Entry from the OMol25 dataset: a 11-piece molecular cluster, C5H35N2O11 overall at a distorted geometry (ωB97M-V/def2-TZVPD).

Results
- orbital gap (eV) = 8.98
- E_LUMO (eV) = -2.48

```
! RIJCOSX wB97M-V def2-TZVPD def2/J DEFGRID3
* xyz 1 1
C 2.32244 -1.00295 0.75968
O 1.71750 -1.44659 2.05241
C 1.15846 -0.49559 -0.19673
C 0.91068 -1.45319 -1.36040
C 0.57534 -0.82064 -2.75081
C 1.09853 1.58016 -2.87407
N 1.47404 0.19797 -3.23375
N -0.02603 -0.25393 0.65879
H 3.12672 -0.29339 0.90807
H 2.65116 -1.96396 0.33087
H 1.28219 -0.62628 2.41484
H 1.42428 0.50841 -0.54198
H 1.88744 -1.92447 -1.55626
H 0.22904 -2.30047 -1.11930
H 0.55388 -1.72177 -3.40285
H -0.45299 -0.42711 -2.76154
H 1.95560 2.19823 -3.12229
H 0.44296 1.69967 -1.99729
H 0.46357 1.87372 -3.74705
H 2.44858 0.08156 -2.95654
H -0.45617 0.67100 0.68888
H -0.70234 -0.98981 0.50337
H -3.16609 -1.48928 2.28989
H 0.60785 2.11410 1.84575
H 1.20730 2.64361 3.19488
O 1.21050 1.91561 2.56770
H -4.78182 -1.21382 -0.98447
H -3.43326 -0.40538 -0.77394
O -4.09306 -0.96710 -0.33904
H -2.71626 0.45652 4.15615
H -2.81802 1.73155 3.61902
O -3.16376 0.85395 3.38817
H -2.76951 -2.84503 -0.32329
H -2.29794 -4.00950 0.60973
O -2.12133 -3.56546 -0.23532
H 2.83664 2.91800 0.36134
H 1.99492 4.15688 0.04106
O 1.96063 3.19367 0.09037
H -1.09152 -2.88279 2.25830
H -2.11457 -0.56982 2.54746
O -2.19670 -1.51950 2.32640
H -3.05212 1.56889 -1.44141
H -1.75697 0.98493 -2.19134
O -2.24532 1.05681 -1.36374
H -0.21715 2.71883 0.21034
H -1.82203 2.64014 0.08231
O -1.05395 2.59249 0.67515
H 4.37561 1.72533 -1.40057
H 4.46707 0.09371 -1.51493
O 4.25706 0.86726 -0.96826
H 0.76805 -1.94648 1.92238
H -0.62673 -2.87460 0.88674
O -0.23243 -3.03408 1.76715
*
```

Results of the Löwdin charge analysis, in e, for atoms 1 through 5: -0.0357 0.0510 -0.3187 -0.1232 -0.2225

---

Entry from the OMol25 dataset: a 12-piece molecular cluster, C5H35NO12 overall at a distorted geometry (ωB97M-V/def2-TZVPD).

Results
- orbital gap (alpha / beta) (eV) = 10.22 / 5.08
- E_LUMO (alpha / beta) (eV) = -2.92 / -8.06

```
! RIJCOSX wB97M-V def2-TZVPD def2/J DEFGRID3
* xyz 1 2
C -2.63376 0.00279 1.03915
O -2.15228 1.35096 0.80987
C -1.45745 -0.93328 0.80456
C -1.47176 -1.58830 -0.58089
C -0.20414 -2.38570 -0.95228
C 0.57257 -1.71154 -2.11697
N 1.38058 -0.68648 -1.59186
H -3.45167 -0.11516 0.33471
H -2.92578 -0.02668 2.08559
H -2.29458 1.50453 -0.13849
H -1.35696 -1.76703 1.50047
H -0.47053 -0.46671 0.89973
H -1.73214 -0.91622 -1.41186
H -2.34504 -2.22460 -0.74218
H -0.44762 -3.37488 -1.34254
H 0.40199 -2.52104 -0.06709
H -0.18724 -1.33327 -2.81323
H 1.10037 -2.42254 -2.75372
H 0.82595 0.00690 -1.07406
H 2.19031 -0.28729 -2.16187
H -0.44028 0.62395 -3.42315
H -0.51301 1.94622 -2.63420
O -0.97073 1.41256 -3.30261
H 0.81858 -4.29751 2.23095
H 0.18452 -3.28297 3.18103
O 0.27202 -3.50108 2.24367
H 1.52338 3.48636 1.02340
H 0.50755 4.57193 0.59730
O 1.15220 3.94416 0.25862
H 1.90151 0.67710 0.99870
H 2.05526 1.26049 2.36955
O 1.95708 1.52828 1.43429
H 0.89091 3.57455 -2.45103
H 1.47052 2.85841 -1.17670
O 1.22709 2.73670 -2.11583
H 2.01632 -0.30561 2.99077
H 3.07404 -0.48209 4.12020
O 2.44848 0.13812 3.73650
H -1.42546 3.08109 1.90048
H -0.30033 2.77763 2.70263
O -0.71301 3.57624 2.34778
H -3.27970 1.53004 -2.50771
H -2.72020 2.85854 -2.04166
O -3.14301 2.05809 -1.71356
H 3.58133 1.13246 -1.63711
H 2.65892 1.72206 -2.74538
O 3.22032 0.94750 -2.51432
H -1.42107 -3.62724 1.04978
H -2.96874 -3.79644 1.01589
O -2.13212 -4.26621 1.06683
H 1.38913 -2.12374 1.52476
H 2.24654 -1.38852 0.39577
O 2.09115 -1.47550 1.34735
*
```

Results of the Löwdin charge analysis, in e, for atoms 1 through 5: -0.1844 -0.1009 -0.1691 -0.2018 -0.1357

---

Entry from the OMol25 dataset: a 14-piece molecular cluster, C5H35NO13 overall at a distorted geometry (ωB97M-V/def2-TZVPD).

Results
- orbital gap (eV) = 9.82
- E_LUMO (eV) = 0.17

```
! RIJCOSX wB97M-V def2-TZVPD def2/J DEFGRID3
* xyz 0 1
C 0.70335 -0.86195 1.20092
C -0.17706 -1.36289 0.03071
C 0.29174 -2.66428 -0.35427
C -0.29559 -3.85090 -0.49172
C 2.51274 -2.95941 0.15125
N 1.64784 -2.62713 -0.71849
H 1.78897 -0.57853 0.98307
H 0.73069 0.29176 1.27886
H 0.62117 -1.47214 2.00252
H 0.01952 -0.63289 -0.91109
H -1.28951 -1.56847 0.21775
H -1.22712 -4.12544 -0.17247
H 0.22501 -4.77060 -0.65341
H 3.58771 -3.04674 -0.08251
H 2.12345 -3.14954 1.23921
H -1.47629 -2.73701 -2.05818
H -2.79988 -3.13347 -2.78836
O -2.24301 -2.39670 -2.45033
H -0.73136 2.28860 2.85914
H 0.44683 1.36160 3.32159
O -0.43460 1.64309 3.52763
H 2.23379 3.48840 1.77417
H 2.78122 2.43781 0.84110
O 2.99219 2.92160 1.57045
H 3.51248 1.45903 -1.68036
H 2.09556 1.74387 -1.44046
O 2.75267 1.26491 -1.15020
H -2.70723 -1.54763 1.90925
H -3.99715 -1.95832 1.86512
O -3.41430 -1.63061 1.32545
H -1.67621 -0.63516 -3.84648
H -0.39777 -0.58077 -3.29811
O -1.04069 0.07303 -3.61387
H -1.78448 2.18605 -0.73565
H -0.39641 2.52648 -1.00742
O -1.17623 2.90751 -0.64587
H -1.36945 0.37766 3.32019
H -2.65281 0.22275 4.05466
O -2.06657 -0.33722 3.55539
H -3.50007 1.46288 -1.93291
H -2.88032 0.15872 -1.43955
O -3.17027 1.05446 -1.20440
H 2.39936 1.82380 2.73264
H 2.64420 0.44021 3.35044
O 2.30600 1.28823 3.51983
H 0.39309 1.55422 -3.09819
H 0.13145 2.96997 -3.07900
O 0.67985 2.37775 -2.63633
H -0.43898 3.33216 0.74146
H -0.54663 4.51394 1.80812
O 0.06412 3.90889 1.35791
H 1.80028 -0.50038 -3.19624
H 1.27199 -1.71886 -2.50983
O 1.13271 -1.23237 -3.34311
*
```

Results of the Löwdin charge analysis, in e, for atoms 1 through 5: -0.0896 -0.1666 -0.4633 0.0728 -0.0022